1.
{
  "formula": "C4H8S2",
  "method": "wB97M-V/def2-TZVPD",
  "homo_ev": -8.35,
  "homo_lumo_gap_ev": 9.1,
  "charge": 0,
  "spin_multiplicity": 1,
  "elements": ["C", "C", "C", "C", "S", "S", "H", "H", "H", "H", "H", "H", "H", "H"],
  "xyz": [[0.077290, 2.154562, -1.175953], [-0.657204, 1.522433, -0.290150], [-0.515613, -1.325996, -0.122277], [0.241405, -0.280145, 0.583838], [0.629793, -2.655183, -0.645047], [0.364415, -0.144001, 2.391368], [-0.229770, 3.013782, -1.688802], [0.892792, 1.652145, -1.780409], [-1.288045, 2.033260, 0.492206], [-1.016342, -0.834009, -0.970068], [-1.137873, -2.027408, 0.554542], [1.305245, 0.004106, 0.262824], [1.831932, -1.954012, -0.345945], [-0.498026, -1.159534, 2.733872]],
  "forces_ev_per_a": [[0.9, -2.3, -1.7], [1.8, -1.5, 3.9], [-0.2, -2.0, 0.6], [0.4, 4.8, -0.2], [2.0, 0.6, -0.1], [-0.8, -0.9, -0.6], [-0.5, 1.7, -0.1], [-0.8, 0.3, 1.0], [0.1, -0.8, -1.3], [-0.1, -0.9, 0.4], [0.1, 2.1, -1.0], [-1.8, -0.8, -0.1], [-1.5, -1.0, -0.5], [0.4, 0.7, -0.3]]
}



2.
{
  "formula": "C20H35N3O11P2ReSSb2",
  "method": "wB97M-V/def2-TZVPD",
  "homo_ev": [-13.39, -12.49],
  "homo_lumo_gap_ev": [6.2, 5.0],
  "charge": 2,
  "spin_multiplicity": 2,
  "s_squared": 0.890,
  "elements": ["Re", "C", "Sb", "C", "C", "C", "C", "C", "C", "C", "C", "C", "Sb", "C", "C", "H", "H", "H", "H", "H", "H", "H", "H", "H", "H", "H", "H", "H", "H", "H", "H", "H", "H", "H", "H", "O", "P", "O", "O", "O", "P", "O", "O", "O", "H", "H", "C", "C", "S", "O", "O", "C", "C", "N", "C", "N", "C", "C", "N", "O", "O", "C", "H", "H", "H", "H", "H", "H", "H", "H", "H", "H", "H", "H", "H"],
  "xyz": [[0.215039, -0.663336, 0.095860], [-0.630969, -4.326875, -1.230790], [0.788583, -2.767173, -1.329884], [1.234197, -2.718954, -3.403495], [2.564050, -4.039404, -0.841070], [2.602500, -4.356628, 0.562001], [2.044507, -5.555874, 1.039583], [2.094774, -5.871314, 2.371040], [2.690090, -5.015651, 3.337521], [3.202433, -3.832053, 2.933251], [3.149797, -3.437512, 1.544323], [3.564038, -2.190918, 1.187826], [1.354526, 0.116861, 3.034373], [0.868404, 2.069533, 3.643653], [2.166333, -0.559520, 4.869697], [-0.278883, -5.200784, -1.778022], [-1.558152, -3.971925, -1.680495], [-0.826281, -4.582189, -0.191169], [1.687065, -3.655689, -3.719083], [1.912738, -1.896517, -3.620370], [0.309545, -2.575894, -3.961285], [3.409600, -3.468037, -1.218778], [2.394856, -4.915728, -1.463879], [1.608977, -6.253142, 0.337244], [1.684340, -6.817526, 2.699647], [2.728639, -5.323534, 4.371321], [3.663448, -3.150713, 3.636508], [3.561150, -1.831800, 0.166710], [3.980896, -1.519704, 1.926255], [0.400971, 2.004912, 4.625747], [0.179322, 2.505761, 2.925688], [1.768334, 2.679406, 3.717992], [3.184742, -0.210518, 5.022254], [2.144857, -1.647074, 4.893938], [1.526565, -0.163459, 5.656327], [-1.913936, -2.748584, 3.453864], [-1.260612, -1.563608, 2.695398], [-0.460470, -0.664895, 3.644847], [-0.356119, -2.095926, 1.609630], [-2.466788, -0.735422, 2.066970], [-2.138742, 0.305774, 0.849605], [-3.302195, 1.294961, 0.983025], [-0.803793, 0.963843, 1.183817], [-1.865604, -0.543167, -0.391057], [-2.774661, -2.607443, 3.866819], [-3.036442, 2.217573, 0.728264], [-4.531516, 5.639119, -1.693603], [-4.318972, 4.171529, -2.026097], [-2.703883, 3.543623, -1.665372], [-2.445592, 3.702126, -0.236090], [-2.595379, 2.206814, -2.193548], [-1.586887, 4.600774, -2.561643], [-0.101799, 4.246220, -2.441742], [0.165026, 2.804657, -2.360755], [0.527959, 2.164692, -1.221615], [0.503205, 0.833496, -1.400767], [0.117834, 0.618959, -2.700082], [-0.081089, 1.818883, -3.292390], [-0.519172, 2.054305, -4.640627], [-0.694321, 1.076834, -5.323166], [-0.755629, 3.204377, -4.961332], [0.959732, 2.875648, 0.005100], [-5.600444, 5.840455, -1.663989], [-4.094913, 6.290499, -2.448567], [-4.119377, 5.890875, -0.717269], [-4.503577, 3.930637, -3.072777], [-4.956981, 3.521537, -1.419777], [-1.728960, 5.618781, -2.198869], [-1.916421, 4.542106, -3.596534], [0.322053, 4.691454, -1.544451], [0.418107, 4.660310, -3.303960], [-0.000329, -0.358811, -3.126290], [1.749077, 3.592270, -0.226045], [1.356447, 2.146008, 0.705514], [0.124133, 3.391687, 0.475124]],
  "forces_ev_per_a": [[0.1, 0.1, 0.4], [-0.1, 0.0, 0.0], [0.0, 0.1, 0.0], [-0.1, 0.1, 0.0], [0.1, 0.0, 0.0], [0.0, 0.0, 0.3], [0.1, 0.2, -0.1], [0.0, -0.1, 0.2], [0.0, 0.0, -0.1], [0.0, 0.0, -0.1], [-0.1, -0.1, -0.1], [-0.1, 0.1, -0.1], [-0.3, -0.2, -0.3], [-0.1, 0.1, 0.0], [0.1, -0.1, 0.0], [0.0, 0.0, 0.0], [0.0, 0.0, 0.0], [0.0, 0.0, 0.0], [0.0, 0.0, 0.0], [0.0, 0.0, 0.0], [0.0, 0.0, 0.0], [0.0, 0.0, 0.0], [0.0, 0.0, 0.0], [0.0, 0.0, 0.0], [0.0, 0.0, 0.0], [0.0, 0.0, 0.0], [0.0, 0.0, 0.0], [0.0, -0.1, 0.0], [0.0, 0.0, 0.0], [0.0, 0.0, 0.0], [0.0, 0.0, 0.0], [0.0, 0.0, 0.0], [0.1, 0.0, 0.0], [0.0, 0.0, 0.0], [0.0, 0.0, 0.0], [-0.1, 0.0, 0.0], [0.4, -0.1, -0.3], [0.0, 0.1, 0.0], [-0.2, -0.2, -0.2], [-0.2, 0.1, -0.1], [1.0, 0.0, 0.8], [-0.4, 0.2, -0.4], [0.0, -0.1, 0.0], [0.1, -0.1, 0.0], [-0.1, 0.0, 0.1], [-0.1, -0.1, -0.2], [0.0, 0.0, 0.0], [-0.1, -0.1, 0.0], [0.0, 0.0, 0.1], [0.0, -0.1, 0.1], [-0.1, -0.1, 0.0], [0.0, 0.2, 0.0], [0.0, 0.0, 0.0], [0.2, -0.3, 0.3], [-0.1, 0.1, -0.3], [-0.1, 0.3, 0.1], [0.1, 0.2, -0.2], [0.2, -0.2, 0.0], [-0.6, -0.1, 0.4], [0.2, -0.2, -0.2], [0.3, 0.1, -0.1], [0.1, 0.0, 0.0], [0.0, 0.0, 0.0], [0.0, 0.0, 0.0], [0.0, 0.0, 0.0], [0.0, 0.0, 0.0], [0.0, 0.0, 0.0], [-0.1, 0.0, 0.0], [0.0, 0.0, 0.0], [-0.1, -0.1, 0.0], [0.0, 0.0, 0.0], [0.0, 0.0, 0.0], [0.0, 0.0, 0.0], [0.0, 0.0, 0.0], [0.0, 0.0, 0.0]]
}



3.
{
  "formula": "C3H2N2O2",
  "method": "wB97M-V/def2-TZVPD",
  "smiles": "[H]/N=C(/C#N)OC=O",
  "homo_ev": -11.70,
  "homo_lumo_gap_ev": 11.4,
  "charge": 0,
  "spin_multiplicity": 1,
  "elements": ["N", "C", "O", "C", "O", "C", "N", "H", "H"],
  "xyz": [[0.127795, 0.451278, 1.973206], [0.218140, 0.234077, 0.738725], [-0.879791, 0.119468, -0.068920], [-0.913342, -0.488377, -1.302053], [-1.911181, -0.448279, -1.947749], [1.554982, 0.245088, 0.158848], [2.641244, 0.359639, -0.217319], [-0.850238, 0.529909, 2.255412], [0.012390, -1.002801, -1.590149]],
  "forces_ev_per_a": [[-0.1, 0.1, -0.4], [0.1, 0.1, 0.4], [-0.1, 0.1, 0.0], [-0.4, 0.0, -0.3], [0.6, -0.1, 0.3], [0.8, 0.1, -0.4], [-1.0, -0.3, 0.2], [0.0, -0.2, 0.0], [0.1, 0.1, 0.1]]
}



4.
{
  "formula": "C8H9N4O",
  "method": "wB97M-V/def2-TZVPD",
  "smiles": "CON=[N+]=N/C=N/c1ccccc1",
  "homo_ev": -12.67,
  "homo_lumo_gap_ev": 6.8,
  "charge": 1,
  "spin_multiplicity": 1,
  "elements": ["C", "C", "C", "C", "C", "C", "C", "C", "N", "N", "N", "N", "O", "H", "H", "H", "H", "H", "H", "H", "H", "H"],
  "xyz": [[3.912939, -0.264408, 0.031649], [2.862840, -1.148750, 0.278128], [3.649295, 1.126011, -0.069034], [1.563774, -0.742287, 0.281508], [2.343926, 1.603963, 0.085939], [-0.459861, 2.146159, 0.313207], [1.344040, 0.610931, 0.407771], [-4.795682, -1.259721, 0.092209], [-1.843911, 2.194356, 0.003624], [-2.633523, 1.358025, 0.034987], [-3.291924, 0.412320, -0.176414], [0.031338, 0.990219, 0.384619], [-4.180643, -0.091981, 0.681940], [4.965344, -0.718735, -0.040019], [3.012434, -2.194346, 0.355784], [4.430771, 1.823954, -0.065363], [0.800199, -1.422374, 0.261765], [2.137269, 2.617815, 0.179276], [-0.124055, 3.176407, 0.160353], [-4.182082, -2.172036, 0.439276], [-4.567594, -1.224604, -1.008504], [-5.826984, -1.307363, 0.367317]],
  "forces_ev_per_a": [[0.9, -0.4, 0.3], [1.0, -0.1, -1.0], [-1.4, -0.9, 0.7], [1.7, 1.8, 1.1], [1.1, -3.9, 1.4], [-0.1, 0.2, -0.8], [0.2, 2.3, -2.3], [2.7, -2.0, -1.3], [0.4, 2.8, -0.2], [-0.8, -1.5, 1.6], [-0.6, -1.7, -1.7], [-1.1, 0.0, 0.5], [0.1, 1.2, 0.8], [-1.7, 1.1, 0.1], [0.6, -0.8, -0.1], [1.1, 0.8, -0.6], [-2.0, -1.5, 0.3], [-0.3, 1.6, -0.1], [0.7, -0.5, 0.5], [-1.3, 1.3, -0.1], [-0.9, 0.1, 1.0], [-0.4, 0.2, 0.1]]
}



5.
{
  "formula": "H3N4O2",
  "method": "wB97M-V/def2-TZVPD",
  "homo_ev": [-1.94, -4.90],
  "homo_lumo_gap_ev": [6.6, 9.1],
  "charge": -1,
  "spin_multiplicity": 3,
  "s_squared": 2.020,
  "elements": ["N", "N", "N", "N", "O", "O", "H", "H", "H"],
  "xyz": [[0.191882, 0.924168, -0.403589], [-0.572592, -2.425842, 0.912667], [-0.425833, 0.318743, 0.425439], [0.564814, 2.139744, -0.709303], [1.638699, 2.448738, -1.178756], [-0.508903, 2.712630, -1.095858], [-0.302597, -2.523453, 0.000455], [0.355905, -1.970646, 1.222091], [-0.941377, -1.624082, 0.826854]],
  "forces_ev_per_a": [[3.0, -5.8, 1.3], [5.4, -5.4, 3.7], [-0.6, 2.0, -0.5], [-4.2, 2.3, -0.6], [3.2, -0.4, -0.4], [-1.3, 2.4, 0.2], [0.7, -1.3, -3.4], [-1.3, -1.4, 0.2], [-4.8, 7.6, -0.4]]
}



6.
{
  "formula": "C10H22ClFN2O6PS",
  "method": "wB97M-V/def2-TZVPD",
  "homo_ev": -10.51,
  "homo_lumo_gap_ev": 5.9,
  "charge": 1,
  "spin_multiplicity": 1,
  "elements": ["C", "O", "C", "S", "C", "O", "N", "C", "O", "F", "P", "O", "Cl", "H", "H", "H", "H", "H", "H", "H", "C", "O", "C", "C", "N", "C", "C", "O", "C", "H", "H", "H", "H", "H", "H", "H", "H", "H", "H", "H", "H", "H", "H", "H"],
  "xyz": [[-0.184391, 2.212973, 1.161687], [-1.352192, 2.328757, 0.318982], [-2.350346, 1.430032, 0.629354], [-3.673688, 2.426179, 1.538078], [-4.282694, 3.579341, 0.195922], [-4.934929, 3.219312, -0.679345], [-3.833880, 4.905609, 0.366558], [-4.011034, 5.231856, 1.769898], [-5.017439, 5.243969, 2.326454], [-2.896011, 5.480111, 2.427662], [-5.353727, 1.192441, 2.221001], [-5.539092, -0.056923, 1.167252], [-4.633352, 0.326741, 3.956479], [0.658999, 1.879941, 0.538126], [0.091620, 3.203433, 1.557880], [-0.305920, 1.549691, 2.030459], [-2.796298, 1.120769, -0.330874], [-2.021688, 0.565766, 1.222553], [-4.392762, 5.525061, -0.221793], [-5.512352, 0.289187, 0.255852], [0.116993, -1.054717, -0.159925], [1.420888, -0.773106, 0.301318], [1.974012, -1.793618, 1.139330], [3.088914, -2.542275, 0.429498], [2.568706, -3.379868, -0.646085], [3.592389, -3.912039, -1.548281], [4.455334, -2.920115, -2.331743], [3.755539, -2.191617, -3.328615], [3.044768, -1.062164, -2.861824], [-0.283696, -0.138047, -0.599225], [0.127603, -1.822598, -0.937940], [-0.538405, -1.369266, 0.660998], [1.204025, -2.477309, 1.507289], [2.404907, -1.281377, 2.003265], [3.610221, -3.174256, 1.153952], [3.798708, -1.795981, 0.053421], [1.912929, -2.841671, -1.195773], [3.071291, -4.541073, -2.273625], [4.249966, -4.573192, -0.975304], [5.202162, -3.506331, -2.871918], [5.018539, -2.241097, -1.681640], [3.549884, -0.572704, -2.024819], [2.024826, -1.340219, -2.580525], [2.970672, -0.349603, -3.684011]],
  "forces_ev_per_a": [[1.1, 0.8, 0.1], [-0.1, -0.9, 0.8], [0.7, 0.7, -1.8], [1.8, -0.4, 0.9], [1.3, 2.1, 1.1], [-1.7, -1.7, -2.5], [-0.1, -1.2, 1.4], [2.2, 0.7, -0.5], [-3.0, -0.1, 1.1], [0.7, 0.0, -0.7], [-2.6, -0.7, 0.5], [1.2, 1.1, 0.6], [0.2, 0.3, -1.4], [-0.4, -0.1, 0.3], [-0.4, -0.2, -0.2], [-0.2, 0.0, -0.5], [-0.2, -0.1, 0.5], [-0.5, 0.4, 0.2], [0.2, 0.0, -0.1], [-0.3, -0.3, 0.0], [0.3, 0.1, -0.1], [-0.4, -0.1, 0.1], [0.6, 0.1, 0.1], [-0.3, 0.0, -0.3], [0.1, 0.1, 0.1], [-0.2, 0.0, -0.1], [0.1, -0.2, -0.1], [0.1, 0.1, 0.2], [0.0, -0.1, -0.3], [0.1, 0.0, -0.1], [-0.2, -0.1, 0.1], [0.0, -0.1, 0.0], [-0.1, 0.0, -0.2], [0.0, 0.0, 0.0], [0.0, 0.0, 0.0], [0.1, 0.1, 0.2], [0.0, 0.0, 0.0], [0.1, 0.0, 0.0], [0.0, 0.1, 0.0], [0.0, 0.0, 0.0], [-0.1, 0.1, 0.1], [0.0, -0.1, 0.1], [0.0, 0.1, 0.2], [0.1, 0.0, 0.0]]
}